DFT (the ωB97M-V functional and the def2-TZVPD basis) results for 6 unconnected molecules or ions with the total composition C2H15O6 in a non-equilibrium geometry.

The geometry in XYZ format:
```
23
Properties=species:S:1:pos:R:3:forces:R:3
O -0.8533 -2.3857 -2.0197 0.6249 0.5119 0.8128
H -0.2046 0.7124 0.1987 -0.4886 0.4244 0.3016
O 0.3346 -3.6800 1.2664 0.1092 1.0851 -0.4350
O 0.1385 -0.8358 0.2276 1.0327 -0.1165 -1.1383
O 0.4648 -0.3294 2.7683 -0.6100 0.2617 0.0295
O -0.6222 1.5135 -0.2014 0.3927 -0.2311 0.3457
H 0.9991 -0.7959 -0.2668 -0.5386 -0.1410 0.2725
H -0.1606 3.3563 -0.7403 0.1660 0.0346 -0.0779
H 2.4082 1.8409 -0.1246 -0.3113 -0.1907 -0.0776
H -2.1841 -1.0749 -0.1508 0.4415 -0.0512 0.2478
H -0.5439 -1.7853 -1.3069 -0.3131 -0.7289 -0.7571
H -2.4592 0.4496 -0.4586 0.1702 -0.6296 0.1436
H -0.4769 -0.0752 2.8493 0.7350 -0.2347 0.0646
H 2.0702 3.0497 -1.3179 0.0764 -0.0292 -0.1593
H 1.1887 -3.2696 1.0957 0.6420 -0.6678 0.2880
C 1.6419 2.1705 -0.8390 0.5450 0.4321 0.3248
H 0.5483 -0.5749 1.8306 -0.0824 0.2100 0.7927
O -2.8284 -0.4508 -0.4641 -0.7685 0.6878 -0.4132
H 1.4805 1.4115 -1.6044 -0.0725 0.0538 -0.0268
C 0.3404 2.5731 -0.1685 -0.6061 0.1511 -0.3848
H -1.5717 -1.8830 -2.3996 -0.4605 0.1133 -0.2739
H -0.1858 -2.9133 0.9815 -0.7584 -0.5661 0.2010
H 0.4757 2.9762 0.8440 0.0744 -0.3789 -0.0809
```
Positions in Å, forces in eV/Å.

Output
Gap between HOMO and LUMO (alpha / beta), eV: 11.3 / 6.3
2S+1: 2
Lowest unoccupied orbital energy (alpha / beta), eV: -0.14 / -5.07
F_max, eV/A: 1.54
HOMO energy (alpha / beta), eV: -11.4 / -11.4
Energy above the lowest of the compared OMol25 structures with the same formula, charge and spin, kcal per mole: 10.4
Expectation value of S²: 0.76